The following is a DFT calculation (ωB97M-V with the def2-TZVPD basis set) of C37H70N2O2P2PbSb as an isolated structure.

Properties
Orbital gap   0.2810 Eh
Charge   +3
M   965.89 g/mol
2S+1   1
Energy   -76921.36345 eV
Highest occupied orbital energy   -15.384 eV

Each line ends with the Löwdin charge.
CARTESIAN COORDINATES (ANGSTROEM)
Pb: 0.6738 -0.3920 -0.0790  1.197
C: 1.4497 2.8985 -4.1817  -0.059
C: 2.2198 3.2949 -2.9459  -0.365
C: 2.1925 4.8092 -2.7353  -0.040
C: 1.6839 2.7212 -1.6367  -0.192
C: 2.5889 2.3009 -0.6649  -0.027
C: 2.2400 2.0844 0.6686  -0.195
C: 3.4215 1.6640 1.5860  -0.307
C: 3.7973 0.1899 1.2969  -0.090
C: 3.4220 1.8852 3.1276  -0.038
C: 0.8621 2.2398 1.0517  -0.198
C: -0.0680 2.6700 0.0476  -0.163
C: 0.3590 2.8755 -1.2702  -0.003
C: -1.3816 3.3138 0.4972  -0.356
C: -1.1335 4.8134 0.8353  -0.010
C: -2.4955 3.2489 -0.5242  -0.067
C: 0.3861 2.1756 2.4865  -0.216
C: 0.7645 3.3022 3.1938  -0.055
C: 0.4100 3.4617 4.5315  -0.028
C: -0.3079 2.5096 5.1732  -0.039
C: -0.6790 1.3794 4.4748  -0.078
C: -0.3443 1.1599 3.1351  -0.294
P: -0.9215 -0.3801 2.3167  1.090
C: -2.8234 -0.4493 2.3044  -0.654
C: -3.3374 0.4452 1.1878  -0.111
C: -3.4807 -0.0299 3.6251  -0.062
C: -3.1730 -1.9189 1.9218  -0.075
C: -0.2366 -1.8794 3.3224  -0.638
C: -0.4125 -3.2052 2.5647  -0.116
C: -0.7906 -2.0234 4.7724  -0.049
C: 1.2791 -1.6221 3.4237  -0.101
H: 1.7293 3.5853 -5.0083  0.108
H: 0.3879 3.0388 -4.0094  0.072
H: 1.6855 1.8929 -4.4983  0.063
H: 3.2762 2.9941 -3.0370  0.143
H: 1.1702 5.1807 -2.6072  0.092
H: 2.5551 5.3538 -3.6001  0.092
H: 2.7273 5.1030 -1.8588  0.082
H: 3.6354 2.1785 -0.9142  0.132
H: 4.2740 2.2646 1.2354  0.143
H: 3.0597 -0.5178 1.6626  0.014
H: 4.7233 -0.0965 1.7929  0.094
H: 3.9207 0.0659 0.2166  0.063
H: 2.6279 1.3381 3.6813  0.077
H: 3.3463 2.9243 3.4249  0.080
H: 4.3706 1.5089 3.4752  0.083
H: -0.3148 3.2733 -2.0319  0.126
H: -1.7203 2.8150 1.4121  0.107
H: -0.9835 5.3408 -0.0934  0.084
H: -0.2791 5.0225 1.5054  0.082
H: -1.9685 5.2913 1.2868  0.083
H: -2.3094 3.9238 -1.3494  0.083
H: -3.4543 3.4875 -0.0660  0.102
H: -2.5766 2.2029 -0.9568  0.067
H: 1.3690 4.0875 2.7465  0.135
H: 0.7554 4.3743 5.0294  0.137
H: -0.5700 2.6318 6.2083  0.126
H: -1.3271 0.6806 4.9925  0.090
H: -3.1106 1.4802 1.3600  0.056
H: -4.4292 0.3392 1.1436  0.113
H: -2.9185 0.1576 0.2029  0.039
H: -3.3066 1.0284 3.8036  0.084
H: -3.1532 -0.6084 4.5076  0.075
H: -4.5690 -0.1973 3.5119  0.113
H: -2.5792 -2.2456 1.0766  0.058
H: -4.1888 -1.9708 1.5327  0.100
H: -3.0251 -2.5240 2.8050  0.068
H: -1.3758 -3.6404 2.7453  0.065
H: 0.3383 -3.8858 2.9483  0.095
H: -0.2849 -3.0712 1.4706  0.033
H: -1.8946 -2.0786 4.7374  0.071
H: -0.5446 -1.2015 5.4176  0.071
H: -0.3979 -2.9653 5.1728  0.104
H: 1.8147 -1.8346 2.4722  0.052
H: 1.6456 -2.2760 4.2231  0.106
H: 1.5364 -0.6024 3.7070  0.062
C: -4.3098 0.0739 -2.1267  -0.169
C: -3.0541 0.1865 -2.9563  -0.421
Sb: -1.2917 -0.8565 -2.4038  1.320
C: -1.8203 -2.8412 -3.0385  -0.415
C: -2.8494 -2.9514 -4.2068  -0.144
C: 0.0650 -0.2414 -3.8875  -0.459
C: -0.0269 -0.8805 -5.2830  -0.135
H: -5.1788 0.3437 -2.7318  0.094
H: -4.3151 0.6696 -1.2406  0.025
H: -4.4928 -0.9671 -1.7948  0.082
H: -2.7199 1.2325 -3.0820  0.058
H: -3.2070 -0.2398 -3.9538  0.053
H: -2.2116 -3.3802 -2.1777  0.028
H: -0.8261 -3.2318 -3.3135  0.019
H: -3.8220 -2.5206 -3.9204  0.072
H: -2.9779 -4.0134 -4.4792  0.086
H: -2.5005 -2.4326 -5.1013  0.058
H: 1.0473 -0.4190 -3.4297  0.025
H: -0.1413 0.8176 -3.9126  0.017
H: 0.1670 -1.9609 -5.2710  0.072
H: 0.7332 -0.3997 -5.8763  0.070
H: -1.0133 -0.6689 -5.7259  0.080
N: 0.2436 -5.4706 -0.4096  0.163
C: 1.2463 -5.3439 -1.5324  -0.135
P: 1.9382 -3.6381 -1.3749  0.429
O: 1.7333 -2.8104 -2.6196  -0.364
O: 1.3353 -3.1298 -0.0983  -0.474
C: 3.7915 -3.7033 -1.2944  -0.135
N: 4.2877 -3.3031 -2.6845  0.143
H: 0.4194 -4.6847 0.2815  0.116
H: 0.3114 -6.3768 0.0509  0.176
H: -0.6892 -5.3979 -0.7909  0.159
H: 0.7812 -5.3899 -2.5014  0.106
H: 1.9711 -6.1242 -1.4040  0.106
H: 4.2571 -4.6590 -1.0827  0.110
H: 4.0801 -2.9858 -0.5424  0.099
H: 4.5639 -4.1587 -3.2158  0.186
H: 5.1244 -2.7391 -2.6193  0.161
H: 3.5192 -2.7953 -3.2327  0.153

Force components x, y, z for each atom (eV/Å):
-0.282 0.139 0.268
0.436 0.898 -0.646
0.273 -0.015 0.684
-0.784 0.297 -0.601
0.817 -0.055 -0.125
-0.115 -0.032 0.313
-0.463 -0.160 0.926
0.053 -0.101 0.410
0.095 0.401 -0.199
-0.920 -0.476 -0.352
0.167 -0.577 -0.768
0.086 0.703 0.482
-0.292 -0.212 -0.069
0.050 0.164 0.564
1.126 -0.491 -0.025
-0.126 -1.635 -0.584
0.842 0.232 -0.758
-0.239 0.291 0.911
1.198 1.549 -0.687
-0.325 -0.557 0.386
-0.695 -0.600 0.121
-0.231 0.106 -0.029
-0.016 -0.497 0.252
0.332 -0.616 -0.410
0.017 -0.393 -0.404
-0.232 -0.449 0.030
0.003 1.124 0.197
0.331 0.908 0.259
-0.064 0.584 -0.437
-0.904 -0.415 -1.281
0.157 -0.055 -0.239
-0.186 -0.460 0.395
-0.279 -0.161 -0.182
-0.148 -0.286 -0.067
-0.312 -0.012 -0.037
-0.074 -0.226 0.058
0.394 -0.053 -0.127
0.550 0.211 0.536
0.079 0.154 -0.171
-0.236 -0.116 -0.067
-0.295 0.018 0.017
0.151 0.185 -0.028
0.051 -0.202 0.029
0.458 0.234 -0.492
0.042 0.164 -0.134
0.368 -0.076 0.217
-0.063 -0.069 0.445
0.180 0.113 -0.131
0.340 0.250 -0.385
-0.317 -0.353 -0.454
-1.022 0.056 0.469
-0.120 0.221 -0.188
0.004 0.134 -0.088
0.009 1.100 0.426
-0.179 -0.258 -0.188
-0.269 -0.407 -0.006
-0.177 -0.051 0.215
0.258 -0.069 -0.100
0.026 0.459 0.097
0.184 0.045 -0.066
-0.166 0.078 0.534
-0.109 0.059 0.118
-0.164 0.319 -0.505
0.438 0.157 0.105
0.489 -0.252 -0.061
-0.270 0.034 0.490
-0.254 -0.502 -0.145
-0.418 -0.270 0.070
0.254 -0.251 -0.026
0.016 -0.073 0.646
0.569 -0.276 0.176
0.411 0.266 0.252
-0.096 0.238 0.112
-0.358 -0.159 0.557
0.259 0.001 -0.314
-0.117 0.050 0.119
-0.531 -1.217 -0.254
0.464 0.668 -0.529
-0.597 -0.573 0.532
-0.078 -0.126 -0.538
0.405 0.049 0.438
0.141 -0.574 -0.037
-0.504 0.217 0.656
0.089 0.106 0.068
0.085 0.538 0.382
0.089 0.352 -0.169
-0.302 -0.374 -0.073
-0.098 0.260 0.026
0.106 -0.090 0.159
-0.413 -0.151 0.029
0.323 -0.301 -0.105
-0.084 0.458 0.168
-0.017 -0.016 0.076
-0.121 0.231 -0.229
0.252 0.373 -0.228
-0.138 0.284 0.026
0.200 0.041 -0.536
0.435 -0.212 -0.013
0.308 -0.087 0.005
0.046 0.702 0.760
0.113 1.288 -1.154
-0.055 -0.697 0.345
0.186 -0.056 0.476
-0.333 -0.359 -0.927
-0.233 -0.607 -0.403
-0.136 -0.360 -0.590
-0.023 -0.076 0.095
-0.521 0.152 0.084
-0.386 -0.336 -0.252
0.399 -0.347 -0.140
-0.091 -0.116 0.304
0.322 0.366 0.025
-0.311 0.789 0.325
0.316 0.357 -0.057
0.498 -0.575 0.947